The following is a quantum chemistry calculation of an isolated molecule of C4H4O2, from the Open Molecules 2025 dataset.

Last column: natural (NBO) charge in e.
Atoms and positions in Å:
C -0.3344 2.1497 -3.2073  0.72
H 0.4773 1.4472 0.1079  0.21
O 0.1039 1.3370 -2.3576  -0.50
C 0.2153 0.5068 -0.1310  -0.27
H -0.2354 -1.4427 0.4451  0.18
C -0.0633 -0.4336 0.8292  -0.35
C -0.1759 0.3254 -1.4278  0.15
O -0.0402 2.7449 -4.2000  -0.52
H 0.4226 -0.4424 1.7398  0.19
H -0.5431 -0.5549 -1.7370  0.18

Calculated values
orbital gap (spin up / spin down): 0.31109 / 0.25097 hartree
energy: -305.1145 Eh
relative energy (zero: lowest compared OMol25 entry of this formula, charge and spin): 103.5 kcal per mole

---

The following is a quantum chemistry calculation of an isolated molecule of C4H4O2, from the Open Molecules 2025 dataset.

Last column: natural (NBO) charge in e.
Atoms and positions in Å:
H 0.1834 -1.5733 0.4056  0.22
H 1.1753 -0.5674 -0.6294  0.23
O 2.1440 0.3740 1.4468  -0.58
C -0.9105 -0.5189 -1.0887  -0.05
H -2.7366 -0.0264 -2.3428  0.24
C 1.0646 0.9062 1.4269  0.65
C 0.1952 -0.6267 -0.1443  -0.16
O 0.0015 0.4775 0.7503  -0.49
H 0.7585 1.8320 1.9399  0.13
C -1.8755 -0.2771 -1.7642  -0.19

Calculated values
orbital gap: 0.41887 hartree
energy: -305.2214 Eh
relative energy (zero: lowest compared OMol25 entry of this formula, charge and spin): 36.4 kcal per mole
structure (SMILES): C#CCOC=O

---

The following is a quantum chemistry calculation of an isolated molecule of C4H4O2, from the Open Molecules 2025 dataset.

Last column: natural (NBO) charge in e.
Atoms and positions in Å:
O -3.4621 0.3847 -0.3584  -0.49
C -1.1769 -0.2960 0.0372  -0.14
C 1.4080 0.4936 0.0106  -0.16
C 0.0104 -0.0560 -0.0631  0.08
H 1.5765 1.4380 -0.6423  0.21
C -2.6349 -0.5497 0.0085  0.35
H 3.2707 -0.1210 0.1679  0.46
H 1.5179 0.9023 1.0535  0.21
H -2.8682 -1.6279 0.1973  0.16
O 2.3586 -0.5679 -0.4112  -0.68

Calculated values
orbital gap: 0.36704 hartree
energy: -305.1466 Eh
relative energy (zero: lowest compared OMol25 entry of this formula, charge and spin): 83.4 kcal per mole
structure (SMILES): O=CC#CCO

---

The following is a quantum chemistry calculation of a cluster of 2 separate species, C4H4O2 in total, from the Open Molecules 2025 dataset.

Last column: natural (NBO) charge in e.
Atoms and positions in Å:
H 2.0720 0.9572 0.2679  0.21
H 0.3053 -0.1244 1.7174  0.24
O -1.8975 1.7970 -0.2918  -0.51
O -1.1515 -0.9847 -1.0373  -0.52
C 1.1886 0.4983 -0.1425  -0.37
C 0.3046 -0.1399 0.6283  -0.32
H 1.0291 0.5365 -1.2201  0.21
C -0.3271 -1.2045 -0.1801  0.41
H 0.1445 -2.1959 -0.0573  0.14
C -1.6769 0.8662 0.3205  0.51

Calculated values
orbital gap: 0.38330 hartree
energy: -305.2059 Eh
relative energy (zero: lowest compared OMol25 entry of this formula, charge and spin): 46.1 kcal per mole

---

The following is a quantum chemistry calculation of an isolated molecule of C4H4O2, from the Open Molecules 2025 dataset.

Last column: natural (NBO) charge in e.
Atoms and positions in Å:
O -0.2141 -1.3844 -0.0562  -0.47
C -0.0163 0.7497 -0.0102  -0.41
C 1.2342 -0.9288 -0.0352  0.08
H -2.6638 0.5356 -0.3385  0.51
H 1.8477 -1.7342 0.3470  0.21
O -2.2973 -0.3293 -0.0521  -0.64
C 1.3037 0.3404 -0.1060  -0.32
C -1.0042 -0.2367 0.0865  0.59
H -0.2559 1.8486 0.4654  0.20
H 2.0660 1.1391 -0.3008  0.25

Calculated values
orbital gap: 0.31985 hartree
energy: -305.1949 Eh
relative energy (zero: lowest compared OMol25 entry of this formula, charge and spin): 53.1 kcal per mole
structure (SMILES): Oc1ccco1

---

The following is a quantum chemistry calculation of an isolated molecule of C4H4O2, from the Open Molecules 2025 dataset.

Last column: natural (NBO) charge in e.
Atoms and positions in Å:
O 1.6078 -0.1428 0.6161  -0.51
C -0.5139 0.6413 1.1387  -0.14
C 0.1402 -0.1297 -1.2375  -0.15
H 1.8510 -0.9498 -1.1664  0.49
C -1.2892 0.9644 2.0031  -0.11
C 0.4914 0.1285 0.2167  0.49
O 1.1596 -0.8568 -1.8455  -0.70
H -1.9443 1.2256 2.8086  0.24
H -0.0128 0.8415 -1.7376  0.20
H -0.8183 -0.6658 -1.2914  0.20

Calculated values
orbital gap: 0.39126 hartree
energy: -305.2122 Eh
relative energy (zero: lowest compared OMol25 entry of this formula, charge and spin): 42.2 kcal per mole
structure (SMILES): C#CC(=O)CO

---

The following is a quantum chemistry calculation of an isolated molecule of C4H4O2, from the Open Molecules 2025 dataset.

Last column: natural (NBO) charge in e.
Atoms and positions in Å:
C 2.0089 -0.4501 0.4473  -0.44
C 0.8788 0.0616 0.0759  0.06
C -1.3869 -0.5269 -0.3818  0.38
H -1.6614 1.7327 -0.3523  0.50
O -0.7617 1.7570 0.0165  -0.65
C -0.3606 0.4688 -0.0342  0.09
H 2.0348 -0.6390 1.5155  0.23
O -2.4875 -0.1536 -0.7322  -0.54
H 2.8320 -0.6586 -0.2324  0.23
H -1.0963 -1.5920 -0.3223  0.14

Calculated values
orbital gap: 0.35587 hartree
energy: -305.2216 Eh
relative energy (zero: lowest compared OMol25 entry of this formula, charge and spin): 36.3 kcal per mole
structure (SMILES): C=C=C(O)C=O

---

The following is a quantum chemistry calculation of an isolated molecule of C4H4O2, from the Open Molecules 2025 dataset.

Last column: natural (NBO) charge in e.
Atoms and positions in Å:
H 1.3408 1.8209 -1.5635  0.13
H -0.7726 -0.9907 -0.9878  0.23
H 0.6340 -1.9641 -0.4662  0.23
O 1.0742 -0.0417 -0.8972  -0.49
O -0.6122 1.4510 -1.0837  -0.57
C 0.1350 -0.9959 -0.3751  -0.16
C -0.2191 -0.6993 1.0141  -0.06
H -0.8462 -0.1704 3.1303  0.24
C -0.5394 -0.4321 2.1419  -0.19
C 0.5458 1.1559 -1.1952  0.65

Calculated values
orbital gap: 0.41606 hartree
energy: -305.2244 Eh
relative energy (zero: lowest compared OMol25 entry of this formula, charge and spin): 34.6 kcal per mole
structure (SMILES): C#CCOC=O

---

The following is a quantum chemistry calculation of an isolated molecule of C4H4O2, from the Open Molecules 2025 dataset.

Last column: natural (NBO) charge in e.
Atoms and positions in Å:
C 2.0824 -0.0464 -0.2909  0.11
O -2.3193 -1.1215 0.9162  -0.66
H -2.2039 0.7262 -0.0871  0.19
C 0.8215 -0.3866 -0.3222  -0.12
H 1.5972 1.6838 -0.6062  0.48
C -0.4119 -0.3199 -0.0969  -0.08
H 2.8869 -0.7208 -0.0786  0.20
H -3.2461 -0.8825 0.8913  0.48
O 2.4529 1.2236 -0.5575  -0.65
C -1.6597 -0.1558 0.2319  0.06

Calculated values
orbital gap: 0.30432 hartree
energy: -305.1753 Eh
relative energy (zero: lowest compared OMol25 entry of this formula, charge and spin): 65.3 kcal per mole
structure (SMILES): OC=C=C=CO

---

The following is a quantum chemistry calculation of an isolated molecule of C4H4O2, from the Open Molecules 2025 dataset.

Last column: natural (NBO) charge in e.
Atoms and positions in Å:
C 0.7361 0.1605 -1.4511  -0.30
C -0.1823 -0.2366 0.7124  0.79
C 1.1384 -0.5765 -0.1737  -0.56
H 1.3568 -1.6599 -0.2275  0.25
H -1.0731 1.4993 -1.9259  0.23
H 2.0259 -0.3723 0.7180  0.26
C -0.3592 0.8812 -1.0328  0.10
H 1.1592 0.1070 -2.5001  0.26
O -0.8078 0.7463 0.3006  -0.45
O -0.6255 -0.8646 1.6502  -0.58

Calculated values
orbital gap: 0.38427 hartree
energy: -305.1946 Eh
relative energy (zero: lowest compared OMol25 entry of this formula, charge and spin): 53.3 kcal per mole
structure (SMILES): O=C1CC=CO1

---

The following is a quantum chemistry calculation of an isolated molecule of C4H4O2, from the Open Molecules 2025 dataset.

Last column: natural (NBO) charge in e.
Atoms and positions in Å:
H 0.0982 0.9294 1.8876  0.18
C 1.1215 -0.2923 -1.2355  0.40
C -0.3942 -0.9830 0.8142  -0.14
C -0.3448 0.4911 0.9943  0.09
H 1.9190 -1.0275 -1.4452  0.13
O 0.7550 0.5106 -2.0667  -0.51
C 0.4718 -0.3403 0.0738  -0.15
O -1.3617 1.3116 0.5057  -0.71
H -0.9590 -1.8963 0.9311  0.23
H -1.3058 1.2969 -0.4593  0.48

Calculated values
orbital gap: 0.36646 hartree
energy: -305.1853 Eh
relative energy (zero: lowest compared OMol25 entry of this formula, charge and spin): 59.1 kcal per mole
structure (SMILES): O=CC1=C[C@@H]1O

---

The following is a quantum chemistry calculation of an isolated molecule of C4H4O2, from the Open Molecules 2025 dataset.

Last column: natural (NBO) charge in e.
Atoms and positions in Å:
H -0.9387 1.1588 -1.0008  0.11
O -1.6644 -1.4602 0.6642  -0.47
C 1.3555 0.0664 -0.4856  -0.29
O -1.4810 1.6306 0.9875  -0.47
C -0.9023 -0.6143 0.3368  0.44
C 0.5174 -0.8047 0.1331  -0.30
H 0.9004 -1.7326 0.5743  0.23
H 2.3888 -0.1350 -0.4497  0.20
C -1.3005 0.8555 0.0781  0.36
H 1.1247 1.0355 -0.8380  0.20

Calculated values
orbital gap: 0.33571 hartree
energy: -305.2219 Eh
relative energy (zero: lowest compared OMol25 entry of this formula, charge and spin): 36.1 kcal per mole
structure (SMILES): C=CC(=O)C=O

---

The following is a quantum chemistry calculation of a cluster of 2 separate species, C4H4O2 in total, from the Open Molecules 2025 dataset.

Last column: natural (NBO) charge in e.
Atoms and positions in Å:
H 2.1523 0.0290 1.9026  0.20
O -1.8284 0.3349 0.8659  -0.52
H -1.3360 1.3961 -0.7883  0.11
C 0.8973 -0.5737 -1.2032  0.64
H 0.3054 -0.0044 1.6907  0.22
C 1.4431 -0.3025 -0.0585  -0.37
H -1.8319 -0.3950 -1.0259  0.12
C -1.6635 0.4441 -0.3248  0.27
C 1.2967 -0.0827 1.2377  -0.22
O 0.5650 -0.8459 -2.2963  -0.46

Calculated values
orbital gap: 0.31062 hartree
energy: -305.1781 Eh
relative energy (zero: lowest compared OMol25 entry of this formula, charge and spin): 63.6 kcal per mole
structure (SMILES): C=C=C=O.C=O

---

The following is a quantum chemistry calculation of a cluster of 2 separate species, C4H4O2S in total, from the Open Molecules 2025 dataset.

Last column: natural (NBO) charge in e.
Atoms and positions in Å:
S 0.8287 -0.3875 1.2815  1.57
C -0.5571 0.6789 0.7460  -0.34
C -1.5178 1.2681 0.3546  -0.16
O 1.9039 0.8746 1.6457  -0.89
H 1.6858 1.2191 2.6325  0.50
H -0.0117 -1.9025 -0.7889  0.25
C -0.1092 -0.8892 -2.8582  -0.23
O 0.2863 -0.8836 2.5269  -0.91
H -0.0960 -0.6338 -3.8508  0.22
C -0.1688 -1.2886 -1.7524  -0.25
H -2.2441 1.9446 0.0630  0.23

Calculated values
orbital gap: 0.40003 hartree
energy: -703.2625 Eh
relative energy (zero: lowest compared OMol25 entry of this formula, charge and spin): 144.0 kcal per mole

---

The following is a quantum chemistry calculation of an isolated molecule of C4H4O2S, from the Open Molecules 2025 dataset.

Last column: natural (NBO) charge in e.
Atoms and positions in Å:
O -0.4977 -1.0814 1.9204  -0.52
C -0.5028 0.0438 -0.1651  -0.23
O 1.2706 0.4274 1.6142  -0.76
C 0.3566 1.1048 -0.8493  -0.25
H 1.9216 -0.1787 2.3822  0.52
S 0.1635 2.0247 -2.3348  -0.04
C -1.2756 -0.8829 -0.9854  -0.22
H -1.3652 -0.6319 -1.9981  0.22
H 1.3140 1.4275 -0.2679  0.25
H -1.3630 -2.0529 -0.6337  0.24
C -0.0218 -0.2004 1.3174  0.79

Calculated values
orbital gap: 0.26821 hartree
energy: -703.3468 Eh
relative energy (zero: lowest compared OMol25 entry of this formula, charge and spin): 91.1 kcal per mole
structure (SMILES): C=C(C=S)C(=O)O

---

The following is a quantum chemistry calculation of an isolated molecule of C4H4O3, from the Open Molecules 2025 dataset.

Last column: natural (NBO) charge in e.
Atoms and positions in Å:
C -1.3535 0.3219 -0.6297  -0.73
O 1.8031 0.9513 -0.6630  -0.47
H -1.9940 0.0374 -1.4662  0.25
H -1.9792 0.5804 0.2339  0.24
H -0.7597 1.2026 -0.8925  0.25
C 0.6297 -0.5445 0.7895  0.38
H 2.2868 0.8519 1.3163  0.14
O 0.7065 -1.1514 1.8294  -0.44
O -0.5518 -1.9484 -0.7094  -0.47
C -0.4551 -0.8300 -0.2666  0.51
C 1.6672 0.5288 0.4582  0.34

Calculated values
orbital gap: 0.31925 hartree
energy: -380.4977 Eh
relative energy (zero: lowest compared OMol25 entry of this formula, charge and spin): 30.9 kcal per mole
structure (SMILES): CC(=O)C(=O)C=O

---

The following is a quantum chemistry calculation of a cluster of 2 separate species, C4H4O3 in total, from the Open Molecules 2025 dataset.

Last column: natural (NBO) charge in e.
Atoms and positions in Å:
C 0.5424 -0.6709 -0.3042  0.14
O -2.5715 1.4044 0.9096  -0.48
H -1.3786 -1.2691 0.5997  0.19
H 0.0888 -1.4349 1.6971  0.19
H 1.8631 -0.0635 -1.8051  0.20
C -0.2949 -1.2795 0.6919  -0.13
O 0.3874 -2.0341 -0.3378  -0.46
O 1.2282 1.5834 -0.7717  -0.69
C 1.2196 0.2357 -0.9840  0.06
C -1.5466 1.7082 0.5336  0.50
H 0.4621 1.8202 -0.2292  0.48

Calculated values
orbital gap: 0.33528 hartree
energy: -380.4371 Eh
relative energy (zero: lowest compared OMol25 entry of this formula, charge and spin): 69.0 kcal per mole

---

The following is a quantum chemistry calculation of an isolated molecule of C4H4O3, from the Open Molecules 2025 dataset.

Last column: natural (NBO) charge in e.
Atoms and positions in Å:
H 0.6993 -1.5186 -0.1941  0.50
H -0.0887 3.0049 -0.0458  0.22
C -0.9064 -0.4665 -0.0648  0.76
H -1.5912 2.0011 -0.0373  0.24
C 0.0563 0.7307 -0.0341  -0.30
O -0.2937 -1.6723 -0.0932  -0.67
C 1.5480 0.4811 0.0655  0.43
O 2.0863 -0.6069 0.0583  -0.53
H 2.1618 1.4640 0.0678  0.14
O -2.0936 -0.3629 0.1465  -0.57
C -0.4936 1.9522 -0.0804  -0.23

Calculated values
orbital gap: 0.35751 hartree
energy: -380.5156 Eh
relative energy (zero: lowest compared OMol25 entry of this formula, charge and spin): 19.7 kcal per mole
structure (SMILES): C=C(C=O)C(=O)O

---

The following is a quantum chemistry calculation of a cluster of 2 separate species, C4H4O3 in total, from the Open Molecules 2025 dataset.

Last column: natural (NBO) charge in e.
Atoms and positions in Å:
C 0.9441 0.2207 -0.8870  0.28
H -0.6437 1.7358 0.8751  0.12
C 0.3447 -0.6858 -0.0366  0.11
C 0.8178 -1.9802 0.3731  0.28
O -1.7535 1.6057 -0.8105  -0.52
C -1.6176 1.5422 0.3864  0.29
H 0.9106 0.4044 -1.9642  0.19
H -2.4539 1.2808 1.0623  0.11
O 0.3186 -2.9505 -0.1655  -0.52
O 1.5734 0.8618 -0.0250  -0.49
H 1.5595 -2.0348 1.1919  0.15

Calculated values
orbital gap: 0.33178 hartree
energy: -380.3484 Eh
relative energy (zero: lowest compared OMol25 entry of this formula, charge and spin): 124.6 kcal per mole

---

The following is a quantum chemistry calculation of an isolated molecule of C4H4O3, from the Open Molecules 2025 dataset.

Last column: natural (NBO) charge in e.
Atoms and positions in Å:
H 1.1370 1.7837 0.4651  0.19
O -1.5203 -0.8303 1.6802  -0.50
H -1.4038 1.1682 1.3359  0.13
H 1.7711 0.6443 -0.8650  0.22
C -0.1464 0.0243 -0.0651  -0.05
O -0.2680 1.1023 -0.9914  -0.43
H -0.4098 -2.1856 -0.1635  0.15
C -1.0940 0.1321 1.0889  0.42
O 0.8857 -1.5041 -1.5630  -0.49
C 0.9336 1.0100 -0.2735  -0.06
C 0.1147 -1.3448 -0.6486  0.42

Calculated values
orbital gap: 0.37719 hartree
energy: -380.4651 Eh
relative energy (zero: lowest compared OMol25 entry of this formula, charge and spin): 51.4 kcal per mole
structure (SMILES): O=CC1(C=O)CO1